14
Properties=species:S:1:pos:R:3:forces:R:3:nbo_charge:R:1 method="wB97M-V/def2-TZVPD" gap_ha=0.368 energy_ev=-8831.1066 charge=0 relative_energy_kj_mol=491.7 lumo_energy_ev=0.5
O -0.90074 2.11878 -0.53381 0.511 -0.284 0.254 -0.494
C -0.00716 1.43249 -0.10774 -0.204 0.283 -0.191 0.434
C -0.11621 0.19706 0.77553 -0.144 0.136 0.019 -0.171
C -0.03503 -1.22570 0.32000 -0.317 -0.185 0.051 -0.091
C 0.72648 -1.33383 -0.97248 0.135 0.087 -0.033 -0.249
C 1.71293 -0.62202 -0.42171 0.158 -0.042 -0.217 -0.054
N 1.14315 -0.55319 0.93074 0.262 0.048 0.160 -0.387
H -2.58987 1.25004 0.19501 -0.247 -0.223 -0.004 0.030
H 1.04228 1.73160 -0.27944 -0.030 0.016 -0.062 0.119
H -0.65572 0.34421 1.71340 0.102 0.071 -0.199 0.244
H -0.53519 -2.02920 0.85664 -0.007 0.235 -0.110 0.222
H -2.89597 0.57205 0.21188 -0.240 -0.062 0.130 -0.043
H 0.52488 -1.80507 -1.92527 0.009 0.203 0.096 0.227
H 2.58618 -0.07721 -0.76275 0.012 -0.284 0.105 0.212

---

33
Properties=species:S:1:pos:R:3:forces:R:3:nbo_charge:R:1 method="wB97M-V/def2-TZVPD" gap_ha=0.309 energy_ev=-12207.8363 charge=+1 relative_energy_kj_mol=85.3 lumo_energy_ev=-4.0
C 0.58257 1.93514 1.47708 -0.576 -0.630 0.861 0.517
C -0.10488 -0.97879 -0.47853 -0.975 -3.204 3.915 -0.202
C 0.21413 1.21696 2.72793 -0.248 2.742 1.275 -0.690
C 1.83774 2.67747 1.64880 0.278 -1.632 -0.817 -0.686
C 0.99977 -1.33818 0.53937 -1.164 -2.226 0.182 -0.629
C -1.16328 -1.22550 -2.63618 1.784 -2.825 -2.499 -0.600
C -1.59832 -1.31994 -0.17473 2.383 0.170 -1.595 -0.444
C -0.62803 -3.41460 -1.31955 -0.145 0.639 -1.713 -0.615
C -0.12676 2.98523 -0.64279 1.145 0.134 -1.055 -0.446
C -0.82153 -1.95999 -1.33075 -0.995 3.275 -0.087 -0.036
N -0.22265 2.13335 0.49616 -1.289 -0.439 -0.124 -0.432
H 0.86309 1.77109 3.46503 -1.168 -0.561 -0.187 0.249
H 0.51196 0.24597 2.88836 0.937 -2.436 -0.521 0.285
H -0.82510 1.24685 3.05347 -0.105 0.298 -0.394 0.261
H 2.51774 2.23864 2.37199 -0.025 -0.227 -0.200 0.266
H 1.46464 3.54875 2.06492 -0.406 2.301 0.952 0.268
H 2.29825 2.88805 0.73002 0.898 0.462 -1.145 0.245
H 1.50945 -0.49961 0.97336 -0.055 0.433 0.485 0.186
H 1.71896 -1.80239 -0.07286 1.478 -0.568 -0.719 0.225
H 0.80410 -2.20576 1.31142 -0.180 2.078 -1.213 0.226
H -1.90655 -0.50196 -2.53911 -1.576 0.917 0.233 0.201
H -1.42394 -1.98243 -3.47341 -0.015 1.274 1.329 0.226
H -0.29872 -0.67563 -3.06805 -0.163 -0.463 0.348 0.203
H 0.05406 -0.07449 -0.89433 0.502 2.803 -1.547 0.182
H -2.34567 -0.61615 -0.42042 -0.876 0.441 -0.045 0.199
H -1.75296 -2.06642 0.52898 -0.517 -0.651 1.808 0.216
H -0.16717 -3.59953 -2.26774 1.065 -0.728 -0.350 0.223
H -1.58386 -3.85326 -1.47782 -0.891 -0.763 0.538 0.227
H -0.07958 -3.77613 -0.49299 0.445 -0.608 0.797 0.221
H -0.77318 2.73906 -1.47562 0.023 -0.755 0.104 0.251
H -0.35315 3.96916 -0.42264 -0.997 2.118 1.046 0.235
H 0.87511 3.10661 -0.94819 1.259 -0.470 -0.762 0.229
H -1.16500 1.76242 0.45163 0.170 -0.899 1.100 0.441

---

22
Properties=species:S:1:pos:R:3:forces:R:3:nbo_charge:R:1 method="wB97M-V/def2-TZVPD" gap_ha=0.323 energy_ev=-10985.4337 charge=0 relative_energy_kj_mol=210.0 smiles=CCCN.O.O.O lumo_energy_ev=0.4
C 1.48558 2.14657 2.06913 -1.077 -1.894 0.520 -0.623
C 0.79563 0.74421 2.05736 -1.314 -0.389 0.776 -0.392
C 1.24474 -0.33613 1.03585 0.826 -1.279 2.129 -0.209
N 1.01538 -0.15868 -0.32673 1.544 4.927 -0.944 -0.865
H 1.81077 2.40829 1.09690 0.901 0.307 -0.884 0.204
H 2.26231 1.96667 2.83254 -0.031 1.268 -0.640 0.213
H 0.70498 2.86726 2.30457 0.436 0.241 0.616 0.213
H 1.04406 0.36773 3.09065 -0.549 -0.204 -1.046 0.196
H -0.35608 0.83415 2.05168 1.637 -0.066 -0.260 0.177
H 0.63365 -1.22190 1.13555 -0.339 -0.373 1.331 0.190
H 2.26998 -0.74436 1.37273 -0.749 0.913 -0.676 0.138
H 0.72684 -0.94290 -0.80104 -0.356 -1.543 -1.675 0.386
H 1.49362 0.64565 -0.83135 -1.023 -2.019 0.718 0.374
O -3.23876 -2.38477 -1.90314 0.590 -0.320 -0.119 -0.989
H -4.10273 -1.94318 -2.00599 1.066 0.060 0.891 0.493
H -2.65216 -2.13444 -1.14915 -1.530 0.249 -0.822 0.497
O -1.14795 2.28995 -1.12015 -0.952 -0.761 2.813 -0.931
H -1.39356 2.00140 -0.16186 0.967 0.943 -2.357 0.467
H -1.63438 1.61492 -1.59754 0.051 -0.124 -0.492 0.463
O -0.16846 -2.62010 -2.66333 -2.510 -0.099 0.301 -0.949
H -1.09791 -2.72099 -3.01923 1.110 0.213 1.028 0.484
H 0.30446 -2.67937 -3.46743 1.302 -0.050 -1.207 0.465

---

19
Properties=species:S:1:pos:R:3:forces:R:3:nbo_charge:R:1 method="wB97M-V/def2-TZVPD" gap_ha=0.340 energy_ev=-16683.2787 charge=0 relative_energy_kj_mol=78.3 smiles=CCN.CSC lumo_energy_ev=0.8
C -1.70798 1.15771 -1.72367 -1.320 0.186 -1.458 -0.643
C -2.35522 -0.03403 -1.04074 0.808 -0.986 1.551 -0.224
N -2.14979 0.02187 0.45494 -0.388 -0.023 -1.370 -0.814
H -2.45961 1.96733 -1.65837 0.620 0.022 -0.075 0.206
H -0.74195 1.53327 -1.38441 -0.091 -0.444 0.429 0.214
H -1.59777 0.92637 -2.79720 -0.020 0.262 0.236 0.213
H -3.42677 -0.13267 -1.22242 0.048 0.448 -0.192 0.191
H -1.94787 -1.00833 -1.34829 0.112 0.344 -0.142 0.181
H -2.24786 1.01380 0.64903 0.210 -0.085 0.592 0.340
H -1.17409 -0.22975 0.56602 0.030 0.266 0.431 0.338
C 1.85602 0.31946 2.11948 -0.570 -0.845 -0.197 -0.753
S 3.20604 -0.09776 1.03456 1.492 1.195 -0.437 0.186
C 2.60111 -1.44771 0.06250 -0.767 -0.348 -1.583 -0.775
H 1.94574 1.31522 2.54774 0.554 -0.181 0.178 0.240
H 1.89947 -0.50295 2.85176 -0.927 0.780 0.113 0.224
H 0.94206 0.38302 1.51349 0.005 -0.432 0.432 0.207
H 3.17842 -2.36010 0.20982 -0.315 -0.048 0.344 0.224
H 1.52208 -1.58150 0.19855 0.253 -0.324 0.414 0.222
H 2.65797 -1.24327 -1.03280 0.266 0.212 0.734 0.224